(1)
A molecular structure, C24H25FN5O6RuS2. Source: the Open Molecules 2025 dataset; level of theory: the ωB97M-V functional and the def2-TZVPD basis.

Structure (XYZ):
```
64
Properties=species:S:1:pos:R:3:forces:R:3
Ru -0.49273 3.06347 -0.29408 0.0 -0.2 -0.1
S -0.92101 3.31272 1.97457 -0.2 0.4 0.0
S -0.90993 0.95287 0.56860 -0.1 0.1 0.2
F -1.58290 -2.50236 -2.22714 0.0 0.0 0.0
O 0.45706 1.96971 -2.09645 0.2 0.1 0.0
O 3.64864 3.72287 -0.44733 0.1 0.0 0.0
O -0.53282 4.89151 -1.42115 0.3 0.1 0.4
O -2.45209 3.36683 -0.56920 0.0 -0.1 0.0
O -3.99838 4.85472 -1.16137 0.0 0.0 0.1
O 1.46185 3.68425 0.00246 0.1 -0.2 0.0
N -0.12997 -4.01014 -0.37959 0.1 0.0 0.0
N -1.42011 -6.30632 0.56536 0.0 0.0 0.0
N -2.51313 -1.49410 2.80241 0.1 -0.4 -0.1
N -2.85332 2.20820 5.22082 0.0 0.0 0.0
N 3.20675 -0.51523 -0.38874 0.1 -0.1 -0.1
C 2.03329 -1.05378 -0.88718 0.0 0.1 0.0
C -1.57083 6.40248 0.20853 0.0 0.0 0.0
C 2.44679 1.71616 -0.83065 0.0 0.1 -0.2
C 3.35838 0.83028 -0.35986 -0.1 0.0 0.2
C 3.93636 -1.50813 1.76817 0.0 0.0 0.0
C -0.40834 -2.00494 -1.78014 0.1 0.0 -0.1
C 0.13750 -5.26820 -1.03562 -0.1 0.0 -0.1
C -2.52492 1.68454 4.24850 0.0 0.0 0.0
C 4.20993 -1.34596 0.27935 0.0 0.0 0.0
C -2.06354 6.56455 -2.24741 0.0 0.0 0.0
C 0.38338 -2.80982 -0.95336 0.0 0.0 -0.1
C -1.67188 -4.95603 1.20287 0.0 0.0 0.1
C -2.84442 4.55160 -0.94308 -0.1 0.0 -0.1
C -1.43864 1.69239 2.04249 0.2 -0.3 0.0
C 1.62972 -2.36173 -0.57684 0.0 0.1 0.1
C 1.14720 -0.21772 -1.57820 0.1 0.1 -0.2
C 1.33475 1.23893 -1.58422 -0.4 -0.1 0.1
C -2.33479 -0.36163 2.92938 -0.2 0.1 0.0
C -0.03780 -6.39263 -0.02799 0.0 0.0 0.0
C 2.56295 3.17119 -0.42745 0.0 -0.1 0.1
C -0.05707 -0.72438 -2.07732 0.0 0.0 0.0
C -2.11966 1.03134 3.05247 0.3 0.2 -0.1
C -1.48568 -3.91772 0.12641 -0.1 0.1 0.1
C -1.74366 5.63795 -1.09225 -0.1 -0.1 -0.2
H -2.52816 6.83726 0.49467 0.0 0.0 0.0
H -1.23573 5.75574 1.01634 0.0 0.0 0.0
H 1.16192 -5.28983 -1.40527 0.0 0.0 0.0
H -2.10425 -6.43299 -0.18421 0.0 0.0 0.0
H 4.24328 1.19771 0.14643 0.0 0.0 0.0
H 2.20672 -2.97933 0.09632 0.0 0.0 0.0
H 5.17558 -0.86814 0.12005 0.0 0.0 0.0
H -2.67806 -4.95704 1.61594 0.0 0.0 0.0
H -1.31744 7.35949 -2.31157 0.0 0.0 0.0
H -0.52769 -5.44220 -1.90025 0.0 0.0 0.0
H 0.65731 -6.28179 0.80187 0.0 0.0 0.0
H 3.96347 -0.53990 2.26814 0.0 0.0 0.0
H 2.95449 -1.94486 1.95092 0.0 0.0 0.0
H 4.69278 -2.14846 2.22298 0.0 0.0 0.0
H 0.07020 -7.37686 -0.48018 0.0 0.0 0.0
H -2.07536 6.00920 -3.18453 0.0 0.0 0.0
H -1.65573 -2.93651 0.56709 0.0 0.1 0.1
H -2.24447 -4.06253 -0.65733 0.0 0.0 0.0
H -3.04780 7.00176 -2.09460 0.0 0.0 0.0
H -0.93914 -4.84055 1.99886 0.0 0.0 0.0
H 0.27463 5.35751 -1.15246 -0.1 0.1 0.0
H -0.84967 7.21284 0.07475 0.0 0.0 0.0
H 4.25052 -2.30701 -0.23294 0.0 0.0 0.0
H -1.56989 -7.05734 1.23754 0.0 0.0 0.0
H -0.72439 -0.06391 -2.61433 0.0 0.0 0.0
```
Forces are in eV/Å.

For the HOMO energy (alpha / beta), the calculation gives -6.94 / -6.77 eV. The frontier orbital gap (alpha / beta) comes out at 5.40 / 5.23 eV. The charge is 0. The multiplicity is 2. The energy relative to the best compared isomer or geometry (same formula, charge and spin) comes out at 1.018 eV. The expectation value of S² is 0.76.

(2)
A single C24H25N3O6 molecule. Source: the Open Molecules 2025 dataset; level of theory: the ωB97M-V functional and the def2-TZVPD basis.

Structure (XYZ):
```
58
Properties=species:S:1:pos:R:3:forces:R:3
O 1.94228 -4.22840 -0.67731 -0.1 -0.1 -0.1
O -6.39193 3.90018 -2.62304 -0.2 -0.2 0.1
O 5.66034 0.88986 3.30082 -0.2 -0.3 -0.2
O -5.07394 -2.41295 -1.13087 -0.1 -0.1 0.0
O 6.18334 1.66387 1.23968 0.1 0.4 -0.1
O 0.89392 0.02568 0.59636 -0.1 0.0 0.0
N 5.34405 -0.42092 1.50421 0.0 -0.1 0.1
N -4.30273 -0.29244 -1.50504 0.3 0.3 0.0
N 1.73521 -2.05763 0.05826 0.4 0.0 0.1
C 4.71411 -1.42900 2.32324 -0.3 -0.1 0.3
C 3.12237 -1.88539 0.45792 0.1 0.3 0.1
C 5.74965 0.79059 1.95407 0.2 -0.1 0.1
C -0.17029 -3.02434 -0.76663 -0.6 0.5 0.0
C -7.84950 0.69627 -1.82781 0.1 0.3 -0.1
C 5.26256 -0.66167 0.08160 0.0 0.3 -0.3
C -2.73569 -2.04716 -1.05473 0.3 -0.1 0.1
C -5.14001 4.52642 -2.75965 0.2 0.1 0.0
C 1.26854 -3.24891 -0.48986 0.2 -0.1 0.0
C 3.23653 -1.56869 1.95043 0.2 -0.1 -0.1
C -6.74353 -0.10728 -1.60167 0.1 -0.3 0.1
C -1.75684 -1.21285 -0.50625 0.1 -0.1 -0.1
C -1.13462 -3.86060 -1.29114 0.1 0.1 0.1
C -5.47524 0.44304 -1.72125 -0.6 0.0 0.0
C 3.80240 -0.78228 -0.35585 0.2 -0.2 0.1
C -0.48344 -1.72120 -0.37311 -0.2 -0.6 -0.3
C 4.97968 3.18704 3.76315 0.2 -0.4 -0.1
C -6.43376 2.58297 -2.28661 -0.1 -0.2 0.0
C -4.16445 -1.61672 -1.22515 0.1 0.0 0.0
C -2.42121 -3.35399 -1.42294 0.0 0.0 0.0
C -7.70864 2.02464 -2.16634 0.0 0.2 0.0
C 6.07588 2.13530 3.85747 0.1 0.5 0.0
C -5.31984 1.78732 -2.06309 0.1 0.2 -0.1
C 0.74921 -1.08928 0.16248 0.0 0.1 0.0
H -8.56349 2.65654 -2.34372 -0.1 0.1 0.0
H 3.60417 -2.84885 0.24722 -0.1 0.1 0.0
H 5.22755 -2.38317 2.15237 0.0 0.0 0.1
H 6.31748 1.90885 4.89836 0.0 0.0 -0.1
H -5.35523 5.55974 -3.02633 0.1 -0.1 0.0
H -4.54388 4.06645 -3.55478 0.0 0.0 0.0
H -4.32194 2.19196 -2.14891 0.1 0.1 0.0
H 4.07098 2.82919 4.24141 -0.1 0.0 0.1
H 2.71706 -0.63251 2.15945 0.0 0.0 0.0
H 4.82060 -1.15282 3.37072 0.0 -0.1 -0.1
H -1.97450 -0.21352 -0.15912 0.0 0.1 0.0
H 4.76911 3.40409 2.71911 0.0 0.1 -0.1
H -6.85876 -1.14406 -1.33901 0.0 0.0 0.0
H 5.79915 -1.58889 -0.15006 0.0 0.0 0.0
H -8.83735 0.27174 -1.73615 -0.1 0.0 0.0
H -0.89382 -4.87080 -1.58211 0.0 -0.1 0.0
H -3.45167 0.24107 -1.61817 -0.1 -0.2 0.0
H 2.77909 -2.36381 2.54157 0.0 0.0 0.0
H 5.75018 0.17236 -0.42481 0.0 -0.2 0.0
H 5.30578 4.09921 4.25461 0.0 0.1 0.1
H -4.57512 4.50732 -1.82185 0.0 0.0 0.0
H 3.29009 0.16422 -0.17780 0.0 0.0 0.0
H 3.75332 -1.01329 -1.42115 0.0 0.0 0.0
H -3.21613 -3.97101 -1.81450 -0.1 0.0 0.0
H 6.97292 2.47853 3.33229 -0.1 -0.1 0.2
```
Forces are in eV/Å.

For the HOMO energy, the calculation gives -8.48 eV. As for the SMILES: CCOC(=O)N1CCC(N2C(=O)c3ccc(C(=O)Nc4cccc(OC)c4)cc3C2=O)CC1. The frontier orbital gap comes out at 7.67 eV. The charge is 0. The energy relative to the best compared isomer or geometry (same formula, charge and spin) comes out at 0.000 eV.

(3)
2 unconnected molecules or ions with the total composition C24H25N3S2 at a distorted geometry. Source: the Open Molecules 2025 dataset; level of theory: the ωB97M-V functional and the def2-TZVPD basis.

Structure (XYZ):
```
54
Properties=species:S:1:pos:R:3:forces:R:3
S -1.27844 4.05264 -2.01609 0.4 0.5 0.3
S -1.10209 1.14105 -2.57152 0.4 -1.0 0.0
N -0.94255 1.06175 2.83149 -0.1 -0.5 -1.5
N -3.31118 2.58326 -2.73456 0.7 -0.2 0.1
N 3.98330 -1.62399 -0.56935 -0.8 0.6 0.2
C -1.01185 0.49683 1.59414 0.5 0.1 1.1
C 3.39951 -2.83290 -0.97994 -0.5 0.1 0.4
C 1.17531 -3.80148 -1.04298 0.2 -0.6 -0.3
C 5.40404 -1.32092 -0.54581 0.2 0.3 0.0
C 1.07394 0.07209 2.45337 -0.5 0.4 0.4
C -3.99220 1.43863 -3.31647 -0.5 -0.1 -0.1
C -5.59253 3.17094 -2.55371 0.2 0.0 0.3
C 0.47440 -0.93128 0.15963 -0.3 0.8 0.3
C -2.04845 1.74882 3.47821 -0.4 0.3 0.0
C 2.11411 0.74528 4.97295 -0.4 0.1 -0.3
C 0.32699 0.83720 3.38591 0.3 -0.5 -0.2
C 1.99874 -2.70811 -0.81285 0.6 0.2 0.0
C 4.00245 -4.02349 -1.36915 -0.3 -0.4 -0.2
C 1.74274 -1.38965 -0.24294 0.9 -0.2 -0.2
C -4.16039 3.74746 -2.54680 -0.6 0.1 -0.4
C 0.81856 1.18301 4.64182 0.4 -0.1 0.0
C 0.20787 -0.15001 1.29252 0.3 0.1 -0.1
C -5.49305 1.74943 -3.13790 0.0 -0.1 -0.1
C 2.32640 -0.38867 2.82171 0.5 0.1 0.6
C -1.96627 2.58863 -2.47148 -0.9 0.5 0.3
C 3.15638 -5.11932 -1.62010 0.1 0.6 0.1
C 1.76125 -5.00909 -1.45781 -0.2 0.5 0.1
C 2.85619 -0.03859 4.07276 -0.4 0.0 -0.3
C 3.01145 -0.76844 -0.14395 -0.5 -1.2 -0.1
H -2.90367 1.07076 3.61420 0.4 0.1 0.0
H -6.00727 1.68080 -4.10084 0.0 -0.1 0.2
H 5.62347 -0.45694 -1.18833 -0.1 -0.3 0.1
H 3.85684 -0.38450 4.34296 -0.4 0.1 0.0
H 0.21112 1.77417 5.32657 0.3 -0.2 -0.1
H -6.26903 3.80714 -3.13071 0.0 -0.1 0.1
H -5.93855 1.01751 -2.45752 -0.1 0.1 -0.2
H -0.37982 -1.24763 -0.43577 0.0 0.0 0.0
H -1.89469 0.56848 0.96951 0.1 0.1 0.1
H 5.08586 -4.08280 -1.47187 -0.3 -0.2 0.0
H 2.88218 -1.00951 2.12827 0.0 0.1 0.4
H -5.95963 3.12462 -1.52273 -0.1 0.0 -0.2
H 2.55502 1.00604 5.93634 -0.2 0.0 -0.3
H -4.05377 4.47803 -3.36800 0.2 -0.2 0.2
H 0.10354 -3.68181 -0.89018 0.2 -0.3 -0.1
H 3.24293 0.22495 0.22113 0.0 -0.1 -0.2
H -3.92446 4.28132 -1.61432 0.1 -0.3 -0.4
H -1.71795 2.11426 4.45319 -0.1 0.0 -0.3
H -3.69101 0.50324 -2.82202 0.0 0.4 -0.1
H -3.76375 1.31894 -4.39071 0.2 0.1 0.3
H 5.73381 -1.07013 0.47321 -0.1 -0.2 -0.3
H -2.38824 2.59218 2.86169 0.2 -0.2 0.2
H 5.95572 -2.19364 -0.90272 -0.1 0.3 0.1
H 3.58045 -6.07069 -1.94541 -0.1 0.3 0.1
H 1.12630 -5.87587 -1.65704 0.2 0.3 0.1
```
Forces are in eV/Å.

For the HOMO energy, the calculation gives -5.41 eV. The frontier orbital gap comes out at 3.39 eV. The charge is 0.

Record-wise total energy values, in eV: -71998.659 -42051.495 -51432.697